No. 1
ORCA calculation (ωB97M-V with the def2-TZVPD basis set) on an isolated molecule of C3H4N4O in a non-equilibrium geometry.

Element x y z (Å)
O 0.48 -2.06 0.07
N 0.91 -1.94 1.32
N 0.42 -0.05 0.33
N -0.76 -0.67 -1.71
N 0.10 1.28 0.58
C 0.79 -0.59 1.50
C -0.11 -0.88 -0.67
C -0.23 2.07 -0.44
H 0.81 -0.33 2.57
H -0.71 1.65 -1.29
H -1.14 -1.57 -1.93
H -0.56 3.08 -0.32

Its maximum force is 7.1 eV/A. The value obtained for the LUMO energy is 0.37 eV. As for the structure (SMILES): [H]/N=c1\oncn1N=C. The relative energy (zero: lowest compared OMol25 entry of this formula, charge and spin) comes out at 5.6252 eV. The calculation puts the HOMO-LUMO gap at 9.37 eV.

Atomic partial charges in e from the Mulliken method, atoms 1 to 5: -0.25 -0.26 0.40 -0.62 -0.72

No. 2
ORCA calculation (ωB97M-V with the def2-TZVPD basis set) on a structure of composition C14H33FGaO8P2 in a non-equilibrium geometry.

Element x y z (Å)
Ga 3.23 1.98 -2.09
P 0.48 -1.27 3.66
P -5.42 -2.48 1.89
F 1.37 0.16 -3.27
O 0.44 -0.05 4.54
O -4.37 -1.28 2.28
O 1.87 -1.40 2.85
O -5.27 -3.45 3.00
O -0.35 -0.59 2.39
O -4.61 -2.92 0.56
O -6.84 -2.94 1.21
O 0.98 -2.31 4.85
C 3.23 5.03 -0.96
C 5.14 0.79 -4.05
C 4.28 2.04 -3.83
C -7.93 -3.25 2.09
C -3.11 -1.69 2.81
C -4.13 -1.93 -0.36
C 1.36 1.15 -2.24
C 3.32 3.92 -5.23
C 3.17 3.87 -1.30
C 0.34 -2.23 6.12
C -0.01 0.76 2.04
C 1.91 -2.06 1.57
C 0.22 2.13 -2.51
C 3.40 2.39 -5.05
H 2.71 4.39 -4.46
H 0.82 -1.46 6.72
H 2.39 2.00 -4.93
H 4.98 2.88 -3.73
H 5.88 0.72 -3.25
H -4.59 -0.95 -0.19
H 2.89 4.17 -6.20
H 1.02 -2.65 1.39
H 0.25 2.99 -1.84
H -3.20 -1.90 3.88
H 0.46 -3.19 6.62
H 1.06 0.92 2.10
H 0.25 2.41 -3.57
H -8.86 -3.12 1.53
H -4.34 -2.25 -1.37
H 4.56 -0.13 -4.11
H -7.85 -4.29 2.41
H 3.87 2.00 -5.97
H -2.73 -2.57 2.29
H -2.42 -0.87 2.67
H -0.73 -2.01 6.02
H -0.54 1.46 2.69
H 4.06 1.05 -1.05
H 1.12 0.62 -1.31
H 3.53 6.04 -0.86
H 4.33 4.35 -5.18
H -0.75 1.63 -2.36
H 5.71 0.94 -4.98
H -7.95 -2.59 2.95
H 2.78 -2.71 1.54
H -0.35 0.92 1.02
H 2.01 -1.30 0.79
H -3.05 -1.83 -0.24

Its maximum force is 8.3 eV/A. The value obtained for the LUMO energy is 0.22 eV. As for the charge: -1. The calculation puts the HOMO-LUMO gap at 4.91 eV.

Atomic partial charges in e from the Mulliken method, atoms 1 to 5: -0.11 1.20 1.07 -0.38 -0.72

No. 3
ORCA calculation (ωB97M-V with the def2-TZVPD basis set) on a structure of composition C4H12NS2 in a non-equilibrium geometry.

Element x y z (Å)
S -0.85 -0.70 -2.05
S -0.48 0.71 -0.65
N -0.20 -3.31 0.96
C -1.13 0.25 -3.55
C 0.13 1.24 1.53
C 0.43 2.34 0.73
C 1.23 0.39 2.06
H 1.21 0.24 3.13
H -0.88 1.03 1.89
H 0.04 -3.48 1.93
H 1.43 2.53 0.34
H -1.23 -0.45 -4.37
H -2.04 0.83 -3.43
H -0.26 0.88 -3.72
H -0.92 -2.60 0.95
H 2.21 0.63 1.65
H -0.35 3.01 0.40
H 0.63 -2.90 0.54
H 1.04 -0.62 1.66

Its maximum force is 3.4 eV/A. The value obtained for the LUMO energy is -7.71 eV. The relative energy (zero: lowest compared OMol25 entry of this formula, charge and spin) comes out at 4.2264 eV. As for the charge: +1. The calculation puts the HOMO-LUMO gap at 5.40 eV.

Atomic partial charges in e from the Mulliken method, atoms 1 to 5: 0.20 0.14 -0.66 -0.80 0.20

No. 4
ORCA calculation (ωB97M-V with the def2-TZVPD basis set) on a structure of composition C27H40F3N3OPS3V in a non-equilibrium geometry.

Element x y z (Å)
V -1.18 0.54 1.15
S -2.02 2.72 1.68
S -3.38 -0.17 1.64
S -0.85 0.48 3.78
P 1.02 -1.48 0.50
F -0.96 5.59 -6.66
F -0.66 3.70 -7.67
F 1.02 4.73 -6.78
O 0.28 -0.40 1.33
N -0.05 -2.60 -0.04
N 1.78 -0.66 -0.69
N 2.07 -2.34 1.42
C -1.54 2.78 -5.23
C 1.59 -3.35 2.40
C -2.48 -0.12 4.35
C -4.40 1.31 1.94
C 0.40 -3.96 -0.45
C -1.19 1.73 -1.69
C -1.16 -2.16 -0.93
C 3.27 -1.64 1.93
C -1.77 2.13 -4.04
C 0.28 4.01 -4.22
C -0.87 2.25 4.24
C 2.46 -3.11 3.63
C 3.07 0.92 -1.84
C -1.37 1.15 -0.63
C -0.94 3.21 3.05
C -1.52 -3.41 -1.74
C -0.18 -4.14 -1.85
C 3.74 -0.45 -2.01
C 3.76 -2.57 3.04
C 2.61 -1.42 -1.66
C 2.28 0.73 -0.56
C -3.23 -0.92 3.30
C -0.27 4.44 -6.62
C -0.52 3.71 -5.32
C 0.05 3.37 -3.02
C -0.97 2.41 -2.92
C -3.66 2.52 2.48
H -2.56 1.39 -3.95
H -1.24 4.20 3.39
H -0.84 -1.35 -1.59
H 1.07 4.74 -4.31
H 1.48 -4.04 -0.41
H -5.21 1.00 2.60
H -2.16 2.57 -6.10
H -3.50 2.46 3.56
H -4.21 3.43 2.27
H 4.34 -3.38 2.61
H 2.00 -2.36 4.29
H 4.01 -1.50 1.14
H 1.76 -4.35 2.00
H 2.61 -4.02 4.20
H -0.29 -5.19 -2.11
H 4.38 -2.04 3.77
H -1.95 -3.16 -2.71
H 0.03 3.30 2.57
H -2.29 -0.77 5.20
H -0.03 -4.69 0.23
H -4.25 -1.12 3.64
H 4.57 -0.55 -1.31
H 0.46 -3.66 -2.59
H 0.64 3.60 -2.15
H -2.02 -1.81 -0.34
H 2.40 1.11 -2.68
H 2.98 -2.35 -1.24
H 0.06 2.43 4.78
H -2.75 -1.88 3.12
H -4.84 1.52 0.96
H 2.94 0.84 0.31
H -2.23 -4.03 -1.19
H 1.44 1.42 -0.46
H 2.01 -1.64 -2.55
H 3.01 -0.66 2.34
H -1.69 2.40 4.94
H -3.06 0.73 4.70
H 0.52 -3.24 2.59
H 3.79 1.74 -1.77
H 4.12 -0.62 -3.02

Its maximum force is 2.7 eV/A. The value obtained for the LUMO energy (spin up / spin down) is -6.69 / -6.20 eV. Its spin multiplicity is 3. The relative energy (zero: lowest compared OMol25 entry of this formula, charge and spin) comes out at 0.8799 eV. The expectation value of S² is 2.0207. As for the charge: +2. The calculation puts the HOMO-LUMO gap (spin up / spin down) at 6.96 / 7.52 eV.

Atomic partial charges in e from the Mulliken method, atoms 1 to 5: 0.37 0.01 0.08 0.13 -1.62

No. 5
ORCA calculation (ωB97M-V with the def2-TZVPD basis set) on a cluster of 7 separate species, C5H26N2O7 in total in a non-equilibrium geometry.

Element x y z (Å)
O 1.36 1.90 -2.97
O -2.02 -1.93 0.91
O 0.85 -1.90 -1.30
O -2.49 -1.95 3.73
O 2.99 -0.10 -1.97
O -0.79 0.27 -2.93
O 2.73 -2.00 2.21
N -1.61 1.34 -0.45
N 0.47 -0.39 1.31
C -2.37 -1.06 -0.16
C -2.47 0.41 0.31
C -0.43 1.79 0.30
C 2.02 1.46 0.75
C 0.70 0.72 0.39
H -0.82 -0.70 -2.85
H 0.81 0.38 -0.63
H 2.82 0.82 0.38
H -2.79 -1.05 3.59
H 0.01 2.59 -0.27
H 2.23 -1.46 2.82
H -1.55 -1.19 -0.85
H 0.78 1.11 -3.07
H 1.77 -1.57 -1.24
H -2.74 -2.03 1.53
H 0.92 -2.32 -2.16
H -3.50 0.74 0.22
H -1.56 -1.96 3.45
H -2.15 2.17 -0.64
H 2.24 -1.83 1.44
H -3.34 -1.30 -0.60
H -0.14 -0.11 2.08
H 0.96 2.50 -2.34
H 2.75 0.66 -2.53
H 2.03 2.42 0.26
H 3.95 -0.08 -1.95
H -0.63 2.12 1.32
H -0.96 0.54 -2.00
H 2.07 1.64 1.82
H 0.10 -1.12 0.72
H -2.22 0.46 1.38

Its maximum force is 2.0 eV/A. The value obtained for the LUMO energy is 0.34 eV. As for the structure (SMILES): C[C@@H](N)CNCCO.O.O.O.O.O.O. The relative energy (zero: lowest compared OMol25 entry of this formula, charge and spin) comes out at 1.4250 eV. The calculation puts the HOMO-LUMO gap at 9.67 eV.

Atomic partial charges in e from the Mulliken method, atoms 1 to 5: -0.75 -0.58 -0.56 -0.67 -0.57

No. 6
ORCA calculation (ωB97M-V with the def2-TZVPD basis set) on a structure of composition N5O15Pb in a non-equilibrium geometry.

Element x y z (Å)
Pb -0.30 0.58 -0.21
O -0.38 -0.73 -2.18
O -2.92 -0.64 -0.64
O 0.19 -3.71 -0.43
O -1.44 -3.82 0.87
O 2.86 0.61 2.29
O 1.99 -0.30 0.56
O -4.45 0.28 0.57
O 2.06 3.29 1.70
O 1.38 0.14 -3.17
O 3.92 0.57 0.63
O -0.71 -1.92 0.33
O 0.28 2.84 0.77
O -0.40 -0.69 -4.29
O 0.26 3.01 2.63
O -2.41 1.10 0.49
N -3.29 0.26 0.18
N 3.00 -0.01 1.31
N -0.79 -3.16 0.08
N 0.88 2.85 1.71
N 0.28 -0.55 -3.21

Its maximum force is 16.3 eV/A. The value obtained for the LUMO energy is 7.63 eV. The relative energy (zero: lowest compared OMol25 entry of this formula, charge and spin) comes out at 6.5528 eV. As for the charge: -3. The calculation puts the HOMO-LUMO gap at 7.15 eV.

Atomic partial charges in e from the Mulliken method, atoms 1 to 5: 1.52 -0.44 -0.57 -0.64 -0.67

No. 7
ORCA calculation (ωB97M-V with the def2-TZVPD basis set) on a cluster of 5 separate species, C17H19F3N2O9 in total in a non-equilibrium geometry.

Element x y z (Å)
F 0.61 -1.55 2.42
F 3.94 3.48 6.26
F -2.41 -1.08 -4.23
O 2.05 -0.04 5.24
O 1.75 2.16 4.87
O -3.48 0.71 -3.40
O 3.79 1.41 5.34
O -1.95 -0.47 -0.30
O -1.75 1.75 -2.45
O -0.65 0.75 1.06
O 0.13 -1.17 0.24
O -3.83 2.39 -1.91
N -4.21 -3.32 -1.81
N 3.24 2.04 -1.03
C 0.99 -0.84 1.30
C -4.98 -5.09 -2.88
C -0.93 -0.31 0.28
C 3.20 0.74 -1.46
C 2.47 1.06 5.22
C -1.20 0.68 -3.23
C 3.79 -0.03 -0.49
C 2.68 3.08 4.27
C 3.87 2.11 0.18
C -2.37 0.28 -4.12
C 0.72 0.63 1.47
C 4.21 0.84 0.56
C 3.93 2.78 5.09
C -5.98 -4.63 -1.99
C -3.09 1.69 -2.51
C -3.89 -4.25 -2.76
C -5.47 -3.53 -1.34
H -5.02 -5.92 -3.56
H -0.33 1.03 -3.78
H 4.06 3.06 0.66
H 4.76 0.61 1.45
H -6.92 -5.10 -1.77
H 2.78 2.78 3.23
H 2.02 -1.12 1.11
H 3.95 -1.09 -0.45
H -2.35 0.68 -5.13
H 0.85 1.11 2.43
H -2.93 -4.19 -3.24
H 3.00 2.84 -1.60
H -0.94 -0.17 -2.60
H 2.35 4.11 4.37
H 4.87 2.94 4.57
H 1.35 1.20 0.77
H -3.57 -2.65 -1.41
H -5.84 -2.93 -0.52
H 2.75 0.52 -2.41

Its maximum force is 1.1 eV/A. The value obtained for the LUMO energy is 0.02 eV. As for the structure (SMILES): O=C1OC[C@@H](F)O1.O=C1OC[C@@H](F)O1.O=C1OC[C@@H](F)O1.c1cc[nH]c1.c1cc[nH]c1. The relative energy (zero: lowest compared OMol25 entry of this formula, charge and spin) comes out at 0.0000 eV. The calculation puts the HOMO-LUMO gap at 7.87 eV.

Atomic partial charges in e from the Mulliken method, atoms 1 to 5: -0.33 -0.30 -0.26 -0.46 -0.35

No. 8
ORCA calculation (ωB97M-V with the def2-TZVPD basis set) on a structure of composition C26H23BClI2N6O3Re in a non-equilibrium geometry.

Element x y z (Å)
Re -0.27 0.11 0.35
I 2.86 3.13 -1.67
I 7.14 -1.13 -1.59
Cl -3.89 6.55 -0.85
O 1.54 0.96 0.07
O -1.12 1.76 1.05
O -0.95 1.01 -1.50
N -0.88 -0.76 3.18
N -0.03 -0.09 2.35
N 0.61 -0.95 -1.80
N -2.55 -1.63 1.47
N 0.83 -1.86 0.59
N -2.06 -0.95 0.40
C -4.07 -1.78 -0.14
C 3.11 -0.83 0.00
C 0.21 0.73 4.41
C 0.92 -3.03 -2.91
C 0.55 -2.87 -0.43
C -1.53 2.09 -1.73
C 1.04 -2.38 -4.13
C 3.57 1.26 -1.08
C 2.69 0.46 -0.32
C -0.75 -0.28 4.40
C -3.75 -2.13 1.16
C 4.83 0.82 -1.45
C 4.36 -1.28 -0.39
C -3.04 5.14 -0.33
C -1.71 2.83 0.57
C -2.98 -1.04 -0.58
C 0.71 -2.27 -1.78
C 0.76 -0.32 -2.97
C 5.22 -0.46 -1.09
C -1.97 3.04 -0.79
C -2.65 4.20 -1.23
C -2.76 4.96 1.04
C 0.63 0.82 3.11
C 2.28 -1.70 0.92
C -2.11 3.83 1.48
C 0.98 -0.99 -4.15
B -1.70 -2.00 2.72
H 5.49 1.47 -2.00
H 1.18 -2.94 -5.04
H -1.34 -0.68 5.22
H -2.42 -2.35 3.60
H 1.19 -3.75 -0.30
H -4.30 -2.71 1.88
H 1.36 1.47 2.65
H 2.32 -1.27 1.92
H -1.89 3.68 2.52
H 0.70 0.76 -2.95
H 0.97 -4.11 -2.84
H -1.73 2.32 -2.78
H -3.05 5.73 1.74
H -2.81 -0.57 -1.53
H -4.95 -2.04 -0.69
H -2.84 4.33 -2.29
H 0.54 1.32 5.25
H 2.74 -2.69 0.96
H 4.69 -2.28 -0.12
H 1.10 -0.44 -5.08
H -0.92 -2.88 2.38
H -0.49 -3.19 -0.31
H 0.39 -2.19 1.45

Its maximum force is 2.4 eV/A. The value obtained for the LUMO energy (spin up / spin down) is -4.06 / -3.82 eV. Its spin multiplicity is 2. The relative energy (zero: lowest compared OMol25 entry of this formula, charge and spin) comes out at 0.7525 eV. The expectation value of S² is 0.8158. As for the charge: +1. The calculation puts the HOMO-LUMO gap (spin up / spin down) at 6.12 / 6.32 eV.

Atomic partial charges in e from the Mulliken method, atoms 1 to 5: 3.56 0.00 0.10 -0.19 -0.35